(1)
A molecular structure, C21H33N2O4P2Pt. Source: OMol25; level of theory: the ωB97M-V functional and the def2-TZVPD basis.

Cartesian coordinates (Å):
1 C -0.58 3.77 -1.82
2 C -0.66 2.40 -1.42
3 N 0.23 1.99 -0.44
4 C 1.17 2.81 0.05
5 C 1.19 4.16 -0.26
6 C 0.36 4.61 -1.27
7 C -1.66 1.51 -1.85
8 P -1.95 -0.02 -0.96
9 Pt 0.14 -0.07 0.15
10 P 2.30 0.39 0.85
11 C 2.13 2.22 1.04
12 C 0.17 -2.21 0.24
13 C -0.96 -2.92 0.62
14 C -0.90 -4.32 0.77
15 C 0.26 -5.02 0.43
16 C 1.36 -4.31 -0.06
17 C 1.29 -2.92 -0.18
18 O -0.47 0.85 -5.80
19 O 1.45 -2.52 -4.20
20 H -1.21 4.05 -2.66
21 H 1.92 4.79 0.24
22 H 0.43 5.65 -1.60
23 C -3.55 0.23 -0.06
24 C -2.40 -1.33 -2.17
25 H 3.13 2.64 0.97
26 H 1.77 2.39 2.06
27 H -0.95 1.13 -5.02
28 H -2.59 2.01 -2.28
29 C 2.89 -0.36 2.38
30 C 3.64 0.18 -0.35
31 H -1.87 -2.36 0.79
32 H -1.79 -4.84 1.12
33 H 0.27 -6.11 0.53
34 H 2.23 -4.87 -0.42
35 H 2.11 -2.40 -0.69
36 H 0.49 -0.55 -1.40
37 H 0.74 -2.95 -3.60
38 H 0.95 -1.69 -4.33
39 H 0.43 1.10 -5.54
40 H 1.25 -0.28 -1.22
41 H -4.38 0.23 -0.80
42 H -3.76 -0.56 0.68
43 H -3.50 1.20 0.47
44 H -3.26 -1.06 -2.80
45 H -1.51 -1.52 -2.80
46 H -2.65 -2.26 -1.64
47 H 4.52 0.66 0.08
48 H 3.84 -0.89 -0.52
49 H 3.39 0.66 -1.30
50 H 3.93 -0.05 2.56
51 H 2.26 -0.06 3.24
52 H 2.83 -1.45 2.28
53 O -1.76 2.49 1.56
54 C -1.42 1.59 2.31
55 C -1.77 1.54 3.78
56 C -1.33 0.19 4.26
57 C -0.57 -0.41 3.09
58 O 0.03 -1.49 3.11
59 N -0.70 0.45 2.02
60 H -1.24 2.37 4.28
61 H -2.85 1.70 3.88
62 H -0.65 0.27 5.12
63 H -2.19 -0.44 4.51

As for the HOMO-LUMO gap (spin up / spin down): 5.5 / 5.4 eV. For the total energy, the calculation gives -55296.0221 eV. As for the multiplicity: 5. The charge is +1.



(2)
A molecular structure, C21H33N6OSW. Source: OMol25; level of theory: the ωB97M-V functional and the def2-TZVPD basis.

Cartesian coordinates (Å):
1 W -0.32 1.07 1.53
2 C -3.41 1.37 0.53
3 C -2.68 0.77 -0.63
4 N -1.53 -0.03 -0.08
5 C -2.00 -1.38 0.33
6 C -1.12 -1.90 1.41
7 C -0.91 -3.24 1.61
8 C -0.10 -3.64 2.67
9 C 0.49 -2.68 3.47
10 C 0.27 -1.35 3.20
11 C 0.98 -0.24 3.87
12 N 1.02 0.89 2.94
13 C -1.27 2.03 3.29
14 C -2.64 2.33 2.74
15 N -2.38 2.10 1.29
16 N -0.56 -0.96 2.19
17 H -3.84 0.61 1.17
18 H -4.21 2.03 0.20
19 H -2.26 1.54 -1.28
20 H -3.32 0.13 -1.23
21 H -0.86 -0.15 -0.84
22 H -2.04 -2.06 -0.52
23 H -3.01 -1.28 0.72
24 H -1.38 -3.97 0.96
25 H 0.09 -4.69 2.85
26 H 1.15 -2.95 4.28
27 H 1.98 -0.53 4.18
28 H 0.44 0.04 4.78
29 H 1.56 1.66 3.30
30 H -0.70 2.92 3.55
31 H -1.29 1.37 4.15
32 H -3.01 3.34 2.94
33 H -3.40 1.63 3.08
34 H -2.20 2.99 0.84
35 N 0.80 -0.02 -2.28
36 C 1.45 -0.82 -1.40
37 S 1.71 -0.32 0.24
38 N 1.85 -2.01 -1.80
39 C 1.78 -2.51 -3.16
40 C 2.48 -1.86 -4.16
41 C 2.41 -2.36 -5.46
42 C 1.67 -3.49 -5.73
43 C 0.99 -4.14 -4.71
44 C 1.04 -3.65 -3.41
45 H 0.83 0.97 -2.10
46 H 0.80 -0.29 -3.26
47 H 2.25 -2.61 -1.09
48 H 3.10 -1.00 -3.94
49 H 2.97 -1.87 -6.25
50 H 1.63 -3.88 -6.74
51 H 0.41 -5.03 -4.92
52 H 0.52 -4.16 -2.60
53 C 2.05 3.65 0.95
54 C 1.20 3.20 -0.21
55 C 0.58 4.33 -1.00
56 O 0.07 2.34 0.29
57 H 2.76 4.40 0.63
58 H 2.61 2.81 1.37
59 H 1.42 4.10 1.72
60 H 1.79 2.56 -0.86
61 H -0.12 4.91 -0.39
62 H 0.05 3.97 -1.89
63 H 1.37 5.00 -1.33

As for the HOMO-LUMO gap: 5.2 eV. For the total energy, the calculation gives -45937.1740 eV. The charge is +3.



(3)
A molecular structure, C21H34AlCaCl3F2N2O15P. Source: OMol25; level of theory: the ωB97M-V functional and the def2-TZVPD basis.

Cartesian coordinates (Å):
1 C -3.16 -5.19 -1.08
2 N -3.62 -3.80 -1.08
3 C -4.11 -3.31 0.17
4 O -3.05 -3.03 1.10
5 C -1.90 -2.57 0.59
6 O -0.99 -3.30 0.18
7 O -1.80 -1.25 0.60
8 C -0.56 -0.78 1.19
9 C 0.37 -0.11 0.20
10 O -0.24 1.06 -0.33
11 C 0.81 -0.98 -0.98
12 N 1.74 -0.33 -1.86
13 H -3.64 -5.77 -1.86
14 H -3.39 -5.68 -0.12
15 H -2.08 -5.24 -1.21
16 H -4.28 -3.62 -1.82
17 H -4.74 -2.43 0.00
18 H -4.74 -4.05 0.69
19 H -0.05 -1.61 1.72
20 H -0.80 -0.03 1.97
21 H 1.28 0.20 0.75
22 H -1.04 1.26 0.18
23 H 1.24 -1.96 -0.62
24 H -0.09 -1.20 -1.56
25 H 1.29 0.26 -2.56
26 H 2.39 0.24 -1.34
27 C -3.33 3.31 1.04
28 Cl -2.02 4.25 0.19
29 Cl -3.33 1.63 0.64
30 H -3.21 3.42 2.12
31 H -4.28 3.71 0.69
32 Ca -1.40 4.36 -2.46
33 C 0.93 0.11 -7.14
34 C 1.58 -0.53 -8.11
35 C 2.46 -1.69 -7.82
36 O 3.05 -2.26 -8.72
37 C 2.58 -2.12 -6.41
38 C 1.92 -1.49 -5.45
39 C 1.04 -0.33 -5.73
40 O 0.46 0.23 -4.83
41 H 0.30 0.96 -7.33
42 H 1.51 -0.23 -9.15
43 H 3.22 -2.96 -6.18
44 H 2.00 -1.77 -4.40
45 F -3.35 2.07 3.49
46 F 2.56 1.04 -4.09
47 Al 1.15 -3.24 1.17
48 O 0.96 7.59 0.64
49 P 1.69 6.55 -0.22
50 O 2.91 7.28 -0.78
51 O 0.81 5.96 -1.31
52 O 2.20 5.49 0.75
53 C -3.19 2.33 6.59
54 C -3.07 3.80 6.32
55 O -3.63 4.61 7.39
56 C -2.89 4.75 8.47
57 O -1.79 4.29 8.66
58 O -3.57 5.50 9.36
59 C -2.91 5.66 10.60
60 H -4.23 2.06 6.80
61 H -2.85 1.78 5.71
62 H -2.59 2.03 7.45
63 H -3.64 4.06 5.43
64 H -2.03 4.09 6.14
65 H -1.89 6.04 10.46
66 H -2.88 4.72 11.15
67 H -3.49 6.39 11.16
68 Cl -1.11 1.94 2.64
69 O 3.52 -4.15 -4.58
70 C 4.50 -4.34 -3.93
71 O 5.06 -5.57 -3.80
72 C 6.17 -5.51 -2.88
73 C 6.61 -4.05 -2.88
74 C 5.29 -3.33 -3.12
75 H 5.82 -5.85 -1.90
76 H 6.94 -6.19 -3.22
77 H 7.12 -3.76 -1.96
78 H 7.29 -3.87 -3.71
79 H 4.75 -3.12 -2.20
80 H 5.41 -2.41 -3.69

As for the HOMO-LUMO gap: 2.2 eV. For the total energy, the calculation gives -133339.5899 eV. The charge is -1.



Question: The lowest charge belongs to which entry?
Answer: C21H34AlCaCl3F2N2O15P